(1)
The following is a quantum chemistry calculation of a structure of composition C55H94BO33PS7, from the OMol25 dataset.

Properties
- Energy: -211938.0470 eV
- Frontier orbital gap: 9.004 eV
- Net charge: 0

```
191
C55H94BO33PS7, DFT ωB97M-V/def2-TZVPD
C 0.8427 -7.4443 28.8729
C 0.2831 -6.0863 28.3280
C -0.6894 -6.1809 27.1571
C -0.9594 -4.8167 26.4541
P -1.8109 -4.8550 24.8625
C -3.1206 -6.0500 24.8056
C -4.3038 -5.7839 23.8538
C -5.2163 -6.9920 23.7779
C -6.3845 -6.9459 22.7779
C -0.6435 -5.2907 23.5579
C 0.2883 -4.1266 23.1632
C 1.4761 -4.6894 22.4161
C 2.2227 -3.7354 21.5228
C -2.4580 -3.1740 24.7892
C -3.4044 -2.6835 25.9030
C -4.1393 -1.4095 25.4498
C -4.9403 -1.5826 24.1523
H 1.8976 -7.4388 29.1356
H 0.6895 -8.2374 28.1418
H 0.2692 -7.5751 29.7914
H 1.2007 -5.6092 27.9718
H -0.1457 -5.3840 29.0440
H -1.6430 -6.6393 27.4343
H -0.3301 -6.8723 26.3866
H 0.0025 -4.2944 26.3830
H -1.4501 -4.1326 27.1521
H -3.5308 -6.0942 25.8183
H -2.5840 -6.9738 24.5688
H -3.9616 -5.4845 22.8601
H -4.9280 -5.0042 24.2972
H -5.5731 -7.2149 24.7893
H -4.7131 -7.9418 23.5539
H -6.6950 -5.9156 22.5994
H -7.1853 -7.5654 23.1777
H -6.0938 -7.3777 21.8207
H -1.2481 -5.5712 22.6939
H -0.0588 -6.1463 23.8992
H 0.6080 -3.5655 24.0502
H -0.2380 -3.3419 22.6119
H 1.1759 -5.5684 21.8347
H 2.1374 -5.1423 23.1563
H 2.4577 -2.7354 21.8946
H 1.5720 -3.4984 20.6732
H 3.1535 -4.1954 21.1913
H -2.7306 -2.9544 23.7546
H -1.5116 -2.6177 24.8533
H -2.8642 -2.4950 26.8305
H -4.1060 -3.4743 26.1820
H -3.4120 -0.5927 25.3407
H -4.7177 -0.8729 26.2070
H -4.3154 -1.5250 23.2640
H -5.8113 -0.9342 24.1946
H -5.3231 -2.6083 24.1215
O -1.7690 -8.0442 21.6796
C -1.8383 -9.1005 22.2379
O -2.1641 -10.2319 21.6527
B -1.8512 -11.3203 22.6083
O -1.4112 -10.7142 23.8853
C -1.3088 -9.4075 23.6697
O -0.9397 -8.5918 24.4646
O -2.9820 -12.2192 22.8164
C -2.7265 -13.4012 22.2468
O -3.5306 -14.2728 22.1975
C -1.2573 -13.3466 21.6502
O -0.7803 -12.1628 22.0419
O -0.6342 -14.2175 21.1406
C 2.5287 -14.4570 25.1974
C 2.0248 -14.1336 23.8101
O 1.3904 -15.3427 23.3821
S 1.9222 -16.6218 24.2520
O 2.5133 -17.6245 23.4045
O 0.9073 -17.0114 25.1735
O 3.0866 -15.7382 24.9628
H 1.6934 -14.5508 25.8981
H 3.3277 -13.8289 25.5765
H 2.8240 -13.9623 23.0791
H 1.3090 -13.3376 23.6139
C 2.1569 -7.8396 24.9273
C 3.5084 -8.4230 25.4353
O 4.4215 -7.3587 25.5484
S 3.6704 -5.9649 25.8182
O 4.1759 -4.8074 25.1453
O 3.4216 -5.8637 27.2318
O 2.2743 -6.4422 25.1626
H 1.3035 -8.2424 25.4691
H 2.0806 -8.0044 23.8529
H 3.8848 -8.9983 24.5801
H 3.4940 -9.1948 26.2041
C 1.2091 -11.0561 18.8163
C 1.8905 -12.3862 19.2657
O 3.1194 -12.4615 18.5819
S 3.3449 -11.2362 17.5447
O 2.8005 -11.6736 16.2807
O 4.6874 -10.7630 17.6060
O 2.3539 -10.3230 18.4232
H 0.6439 -10.5857 19.6134
H 0.5562 -11.3464 17.9897
H 1.2349 -13.2271 19.0499
H 2.1129 -12.3290 20.3331
C -3.8707 -11.4228 26.6328
C -4.4725 -10.5963 25.5113
O -5.1946 -9.6098 26.2701
S -4.3970 -9.2449 27.6468
O -5.2230 -9.5385 28.7676
O -3.7695 -7.9564 27.5094
O -3.2577 -10.4027 27.3977
H -3.1522 -12.1109 26.1826
H -4.5647 -12.0683 27.1695
H -5.1393 -11.0648 24.7860
H -3.7798 -10.1202 24.8146
O -1.7242 -4.5602 20.7338
S -2.3478 -5.2225 19.6163
O -3.6353 -5.8297 19.7626
O -2.3349 -4.2046 18.3851
C -2.6873 -2.8180 18.6489
C -2.1610 -1.9883 17.4754
C -1.1227 -6.3923 18.9011
H -2.1503 -2.4644 19.5300
H -3.7648 -2.8548 18.7994
H -2.6998 -2.2680 16.5706
H -1.1009 -1.8937 17.2531
H -2.4456 -0.9674 17.7538
H -0.7617 -6.9725 19.7437
H -0.3564 -5.7782 18.4366
H -1.6793 -6.9155 18.1284
O -3.4222 -19.2625 23.9122
S -3.0195 -18.5134 22.7509
O -2.3180 -19.0816 21.6062
O -4.2734 -17.6632 22.2193
C -4.1794 -17.1233 20.8628
C -4.7511 -18.1622 19.8969
C -2.0235 -17.0714 23.3422
H -3.1292 -16.8952 20.7115
H -4.9462 -16.3526 20.8454
H -4.0198 -18.9639 19.7980
H -4.8947 -17.6760 18.9292
H -5.7099 -18.5546 20.2271
H -1.6602 -16.5218 22.4756
H -1.1925 -17.5460 23.8609
H -2.5802 -16.4008 23.9881
O 2.0513 -17.3486 16.7655
S 0.7127 -17.3294 17.2740
O -0.4099 -16.9178 16.4491
O 0.3429 -18.7950 17.8543
C -0.9077 -19.0284 18.5083
C -1.9987 -19.3244 17.4781
C 0.6842 -16.2690 18.7810
H -1.1759 -18.1087 19.0291
H -0.7808 -19.8414 19.2178
H -2.4989 -18.3984 17.1948
H -2.7954 -19.9276 17.9192
H -1.6198 -19.8011 16.5774
H 0.9128 -15.2343 18.5328
H 1.6470 -16.5340 19.2229
H -0.2544 -16.4446 19.2851
C 2.7749 -7.8440 20.7826
C 4.0996 -8.3111 20.7798
C 4.3969 -9.5114 21.4025
C 3.4135 -10.2585 22.0318
C 2.1211 -9.7913 21.9814
C 1.7686 -8.5784 21.4240
H 2.5797 -6.8639 20.3666
H 4.8691 -7.6827 20.3551
H 5.4161 -9.8430 21.5674
H 3.7024 -11.2183 22.4410
H 1.4143 -10.4478 22.4814
H 0.7192 -8.3247 21.5039
C -2.2647 -11.6577 16.2023
C -2.1829 -12.1311 17.5077
C -2.5753 -11.3679 18.6033
C -2.9091 -10.0354 18.3930
C -2.7290 -9.4931 17.1002
C -2.3730 -10.2650 16.0241
H -1.9987 -12.3111 15.3837
H -1.9788 -13.1965 17.5317
H -2.5971 -11.7291 19.6218
H -3.4270 -9.3843 19.0839
H -2.9905 -8.4500 16.9631
H -2.2059 -9.7547 15.0842
C 3.3448 -11.0982 26.9533
C 2.4596 -11.1158 28.0273
C 1.1259 -11.3033 27.7516
C 0.6251 -11.2944 26.4464
C 1.5073 -11.2157 25.3419
C 2.8725 -11.2329 25.6785
H 4.3934 -10.9865 27.2033
H 2.7619 -10.9190 29.0469
H 0.4160 -11.2789 28.5701
H -0.4280 -11.4569 26.2612
H 1.2051 -11.3227 24.3137
H 3.5732 -11.0016 24.8791
```

(2)
The following is a quantum chemistry calculation of the molecule C3H6S2, from the OMol25 dataset.

Properties
- Energy: -24877.4523 eV
- Frontier orbital gap: 8.436 eV
- Net charge: 0
- Energy above the lowest of the compared OMol25 structures with the same formula, charge and spin: 29.0 kcal per mole

```
11
C3H6S2, DFT ωB97M-V/def2-TZVPD
S 2.8549 -0.4117 -0.0776
C 1.5305 0.5208 0.1743
C 0.2016 0.3669 -0.4684
C -0.6464 -0.3265 0.4593
S -2.4583 -0.1375 -0.0535
H 1.7279 1.3037 0.8427
H 0.3739 -0.2765 -1.3680
H -0.0119 1.4146 -0.7422
H -0.3563 -1.3519 0.5449
H -0.5847 0.1400 1.4708
H -2.6311 -1.2420 -0.7824
```

(3)
The following is a quantum chemistry calculation of a structure of composition C10H12FN2, from the OMol25 dataset.

Properties
- Energy: -16253.0434 eV
- Frontier orbital gap: 8.730 eV
- Net charge: +1
- Energy above the lowest of the compared OMol25 structures with the same formula, charge and spin: 22.1 kcal per mole

```
25
C10H12FN2, DFT ωB97M-V/def2-TZVPD
C 2.3093 0.8663 0.5475
C 0.9922 1.1371 0.5969
C 1.2752 -0.6841 -0.5536
C -3.8089 -0.3717 -0.2024
C -2.9907 -0.7566 -1.2641
C -3.2668 0.2856 0.8017
C -1.6847 -0.6090 -1.2954
C -1.8743 0.6322 0.8737
C -1.0549 -0.1890 -0.0317
C 3.7125 -0.8475 -0.6803
N 2.4802 -0.2675 -0.2152
N 0.3498 0.0376 -0.0798
F -0.9379 -1.7529 0.8254
H 3.1114 1.5817 0.7619
H 0.3934 1.8514 1.0708
H 1.2404 -1.6415 -1.0658
H -4.8553 -0.5778 -0.1028
H -3.5195 -1.0020 -2.1544
H -3.9435 0.6450 1.6142
H -1.1866 -0.7988 -2.3014
H -1.8854 1.6175 0.5061
H -1.4792 0.9491 1.8428
H 3.4639 -1.9238 -0.8086
H 4.1683 -0.5614 -1.5858
H 4.5953 -0.9010 -0.0184
```

(4)
The following is a quantum chemistry calculation of a cluster of 2 separate species, C5H5BrN2O in total, from the OMol25 dataset.

Properties
- Energy: -80331.6726 eV
- Frontier orbital gap (alpha / beta): 5.347 / 7.466 eV
- Net charge: 0
- Energy above the lowest of the compared OMol25 structures with the same formula, charge and spin: 83.5 kcal per mole

```
14
C5H5BrN2O, DFT ωB97M-V/def2-TZVPD
C 1.4831 -0.7790 -0.8566
C 0.1720 -0.3916 -1.2761
C 1.6705 -0.2574 0.4136
C -0.3567 0.4029 -0.2254
C -1.7154 0.9263 -0.1211
N -2.2310 1.6512 0.8125
N 0.5634 0.3664 0.7630
O -1.8825 2.1902 1.8517
Br 0.0867 -3.4244 0.1627
H 2.2397 -1.4507 -1.1827
H -0.4928 -0.5227 -2.0848
H 2.4162 -0.3363 1.0652
H -2.3397 0.7593 -1.0482
H 0.3866 0.8657 1.7263
```

(5)
The following is a quantum chemistry calculation of a cluster of 2 separate species, C4H12N2O in total, from the OMol25 dataset.

Properties
- <S²>: 0.7547
- Energy: -9367.7563 eV
- Multiplicity: 2
- Frontier orbital gap (alpha / beta): 6.985 / 5.979 eV
- Net charge: -1
- Energy above the lowest of the compared OMol25 structures with the same formula, charge and spin: 35.6 kcal per mole

```
19
C4H12N2O, DFT ωB97M-V/def2-TZVPD
C -1.7437 -0.9383 -0.3387
N -2.7356 0.0098 -0.7218
C 3.0249 -0.3378 -0.3478
O 1.7757 -0.8140 -0.6383
C -1.0353 -0.5745 0.9747
N 0.0170 0.4020 0.8626
C -0.3918 1.6672 0.2839
H -0.9686 -1.0433 -1.1144
H -2.1102 -1.9761 -0.2368
H -2.9874 -0.1781 -1.6954
H 3.7042 -1.1142 0.0791
H 3.0125 0.4872 0.3800
H 3.5630 0.0761 -1.2406
H -1.8250 -0.2254 1.6523
H -0.5809 -1.4326 1.4724
H 0.7659 -0.0506 0.2169
H -0.8395 1.5795 -0.7204
H 0.4944 2.3017 0.2119
H -1.1395 2.1613 0.9204
```

(6)
The following is a quantum chemistry calculation of the molecule C4H6O2, from the OMol25 dataset.

Properties
- Energy: -8340.0066 eV
- Frontier orbital gap: 11.261 eV
- Net charge: 0
- Energy above the lowest of the compared OMol25 structures with the same formula, charge and spin: 10.5 kcal per mole

```
12
C4H6O2, DFT ωB97M-V/def2-TZVPD
O -1.1996 1.2735 1.8824
C -0.8568 0.6068 0.9471
C -0.3358 1.0346 -0.4243
C 0.8351 -0.0134 -0.4788
C 0.1277 -1.2583 0.0277
O -0.7695 -0.7638 1.0296
H -1.0857 0.7882 -1.1896
H -0.2001 2.1304 -0.4569
H 1.4113 -0.2906 -1.3737
H 1.5615 0.2307 0.3100
H 0.9245 -1.8792 0.4477
H -0.4128 -1.8590 -0.7212
```

Question: net charge of number 6 (C4H6O2)?
Answer: 0